This record from the Open Molecules 2025 dataset describes a 11-piece molecular cluster, C21H27BCl30O overall. The level of theory is the ωB97M-V functional and the def2-TZVPD basis.

ΔE to the lowest compared entry with this formula, charge and spin, kJ/mol: 0.00
Gap between HOMO and LUMO, eV: 9.16
Calculated total energy, a.u.: -14722.18650
Maximum force, eV Å⁻¹: 1.230
Charge: 0
SMILES: CCCCOBCc1ccccc1.ClC(Cl)Cl.ClC(Cl)Cl.ClC(Cl)Cl.ClC(Cl)Cl.ClC(Cl)Cl.ClC(Cl)Cl.ClC(Cl)Cl.ClC(Cl)Cl.ClC(Cl)Cl.ClC(Cl)Cl
E_HOMO, eV: -8.9

Structure (XYZ):
```
80
Properties=species:S:1:pos:R:3:lowdin_charge:R:1
C 4.88 -1.10 0.56 -0.10
C 4.58 0.39 0.36 -0.26
C 4.23 0.75 -1.10 -0.17
C 2.73 0.69 -1.41 -0.21
O 2.31 -0.53 -2.06 0.02
B 1.54 -1.31 -1.24 -0.33
C 0.13 -1.91 -1.66 -0.09
C -0.88 -1.02 -0.93 -0.23
C -0.74 0.37 -0.99 -0.06
C -1.63 1.17 -0.28 -0.09
C -2.66 0.62 0.46 -0.14
C -2.80 -0.76 0.47 -0.22
C -1.92 -1.59 -0.21 -0.05
H 4.04 -1.75 0.33 0.05
H 5.71 -1.39 -0.09 0.08
H 5.18 -1.26 1.60 0.03
H 3.77 0.76 0.99 0.11
H 5.50 0.93 0.60 0.06
H 4.52 1.80 -1.21 0.11
H 4.84 0.18 -1.81 0.12
H 2.17 0.83 -0.48 0.09
H 2.47 1.55 -2.03 0.12
H 1.89 -1.53 -0.11 0.11
H -0.03 -1.92 -2.74 0.08
H 0.03 -2.91 -1.23 0.03
H 0.03 0.87 -1.56 0.09
H -1.48 2.25 -0.31 0.02
H -3.33 1.28 1.02 0.01
H -3.61 -1.18 1.04 0.02
H -2.07 -2.67 -0.17 0.09
C 0.32 4.98 -0.41 -1.57
Cl -1.38 4.69 -0.02 0.55
Cl 1.37 3.96 0.58 0.54
Cl 0.60 4.69 -2.13 0.53
H 0.54 6.02 -0.19 -0.09
C 0.50 -6.05 -1.73 -1.53
Cl 1.91 -5.14 -1.19 0.58
Cl 0.78 -7.79 -1.54 0.54
Cl -0.94 -5.54 -0.85 0.56
H 0.34 -5.85 -2.78 0.02
C -6.49 -2.80 -1.05 -1.51
Cl -5.08 -1.91 -0.47 0.63
Cl -6.25 -4.54 -0.88 0.53
Cl -7.95 -2.29 -0.21 0.52
H -6.62 -2.59 -2.11 0.01
C 0.16 9.41 0.94 -1.53
Cl -0.07 10.25 -0.59 0.54
Cl -0.58 10.30 2.27 0.54
Cl -0.50 7.77 0.85 0.58
H 1.22 9.33 1.13 0.02
C 7.29 -0.32 4.13 -1.53
Cl 7.02 0.97 2.96 0.56
Cl 8.02 0.31 5.60 0.51
Cl 5.78 -1.16 4.49 0.53
H 7.98 -1.04 3.69 0.01
C -7.09 1.60 1.86 -1.51
Cl -7.84 0.46 2.98 0.53
Cl -5.50 1.02 1.33 0.62
Cl -8.13 1.88 0.46 0.51
H -6.95 2.54 2.38 0.01
C -2.48 0.91 -4.49 -1.53
Cl -1.72 -0.67 -4.72 0.55
Cl -3.74 0.82 -3.27 0.55
Cl -1.27 2.13 -4.06 0.53
H -2.93 1.20 -5.43 0.01
C 6.39 -0.96 9.32 -1.55
Cl 7.51 -2.08 8.53 0.51
Cl 7.26 0.13 10.40 0.52
Cl 5.46 -0.05 8.13 0.51
H 5.70 -1.55 9.92 0.01
C 4.18 -7.04 -3.37 -1.58
Cl 4.96 -8.63 -3.31 0.53
Cl 5.39 -5.76 -3.42 0.53
Cl 3.10 -6.94 -4.76 0.52
H 3.59 -6.92 -2.47 -0.06
C -10.72 2.15 -2.36 -1.56
Cl -9.97 0.56 -2.22 0.50
Cl -9.49 3.40 -2.55 0.51
Cl -11.86 2.19 -3.71 0.53
H -11.26 2.35 -1.45 0.01
```